Molecular formula: C4H8N2
Method: DFT, ωB97M-V with the def2-TZVPD basis set

The calculation puts the lowest unoccupied orbital energy at 0.5 eV. Its calculated total energy is -7254.805 eV. The value obtained for the energy above the lowest of the compared OMol25 structures with the same formula, charge and spin is 70.8 kcal/mol. The net charge is 0. The largest force on an atom is 1.719 eV/A. Its HOMO energy is -9.35 eV.

```
14
Properties=species:S:1:pos:R:3:nbo_charge:R:1
C 0.423 0.086 -0.799 -0.078
C 1.267 0.854 0.218 -0.648
C -1.233 0.891 -0.564 0.097
C -0.369 -1.628 0.534 -0.310
N 0.111 -1.220 -0.637 -0.350
N -2.051 0.378 0.163 -0.470
H 0.701 0.317 -1.829 0.197
H -1.507 -0.729 0.557 0.306
H -1.211 1.834 -1.091 0.215
H 2.288 0.466 0.200 0.223
H 1.309 1.911 -0.047 0.217
H 0.882 0.773 1.232 0.214
H 0.034 -1.254 1.482 0.180
H -0.644 -2.678 0.581 0.205
```